A) Formula: C3H8NOS
Source: OMol25
Level of theory: ωB97M-V/def2-TZVPD

Geometry (Å):
S (-0.0088, -1.4975, -0.1550)
O (-1.9348, 1.1144, -1.4285)
N (-1.3492, 0.5938, 1.0872)
C (-0.2344, 0.6040, 0.0097)
C (-0.7467, 1.1216, -1.2702)
C (1.7509, -1.4835, -0.1044)
H (2.1673, -0.9239, 0.6827)
H (2.1289, -0.9661, -0.9544)
H (-1.3143, 1.4014, 1.6581)
H (-0.9793, -0.2055, 1.6582)
H (0.6091, 1.0280, 0.4200)
H (-2.2336, 0.4703, 0.4482)
H (2.1244, -2.5570, -0.0431)
H (0.0204, 1.3001, -2.0084)

Computed properties:
Total charge = +1
Kohn-Sham gap = 8.87 eV
Structure (SMILES) = CS[C@H]([NH3+])C=O
LUMO = -5.070 eV

Results of the natural (NBO) charge analysis, in e, for atoms 1 through 4: S 0.25; O -0.48; N -0.73; C -0.18

=====

B) Formula: C3H8NOS
Source: OMol25
Level of theory: ωB97M-V/def2-TZVPD

Geometry (Å):
S (2.1850, 1.1190, -0.2681)
O (-0.7389, 1.4221, -1.5203)
N (-1.1478, -1.0362, 0.2472)
C (-0.8471, 1.3644, -0.2959)
C (1.2007, -0.3455, 0.1178)
C (-0.1823, 0.0917, 0.5224)
H (-1.1932, 2.2180, 0.2657)
H (-1.3592, -1.2935, -0.7146)
H (-0.2329, 0.4525, 1.5128)
H (1.5882, -0.8579, 1.0346)
H (1.0467, -0.8819, -0.8637)
H (-2.0362, -0.8366, 0.7715)
H (2.5533, 0.5279, -1.4488)
H (-0.8364, -1.9439, 0.6393)

Computed properties:
Total charge = +1
Kohn-Sham gap = 8.75 eV
Structure (SMILES) = [NH3+][C@H](C=O)CS
LUMO = -4.384 eV

Results of the natural (NBO) charge analysis, in e, for atoms 1 through 4: S 0.03; O -0.44; N -0.69; C 0.39

=====

Consider the structures shown above. The most stable of them is B).